{"formula": "C37H68BF11N2O13S", "method": "ωB97M-V with the def2-TZVPD basis set", "elements": ["C", "C", "C", "C", "C", "C", "C", "C", "C", "C", "C", "C", "C", "C", "C", "F", "O", "C", "C", "O", "C", "B", "O", "O", "C", "O", "N", "C", "O", "F", "S", "O", "O", "C", "F", "F", "C", "F", "F", "C", "F", "F", "C", "F", "F", "F", "N", "C", "O", "H", "H", "H", "H", "H", "H", "H", "H", "H", "H", "H", "H", "H", "H", "H", "H", "H", "H", "H", "H", "H", "H", "H", "H", "H", "H", "H", "H", "H", "H", "H", "H", "H", "H", "H", "H", "C", "C", "C", "O", "H", "H", "H", "H", "H", "H", "H", "H", "C", "C", "C", "O", "H", "H", "H", "H", "H", "H", "H", "H", "C", "C", "C", "O", "H", "H", "H", "H", "H", "H", "H", "H", "C", "C", "C", "O", "H", "H", "H", "H", "H", "H", "H", "H"], "xyz": [[-1.08746, 1.31058, 2.70417], [-0.62691, 2.19019, 3.99045], [0.18753, 1.23647, 5.02455], [1.67497, 0.93637, 4.44742], [2.09455, -0.61952, 4.57336], [2.10501, -1.26619, 3.07301], [2.78339, -2.72861, 3.01225], [1.67511, -3.92812, 3.12378], [2.13246, -5.26068, 2.32283], [1.54679, -5.33787, 0.82196], [-0.08731, -5.19576, 0.77822], [-0.36391, -3.76364, 0.04360], [-1.87781, -3.58664, -0.48458], [-1.83243, -3.35975, -2.10541], [-1.97315, -1.81318, -2.52102], [-2.58939, -1.80094, -3.85310], [-0.71347, -1.12367, -2.66779], [-0.79027, 0.19727, -2.07505], [0.57936, 1.06996, -2.30480], [1.43785, 0.36286, -3.21091], [2.74572, 0.06772, -2.72356], [2.77264, -0.90460, -1.37422], [4.02040, -1.28742, -0.69814], [1.57765, -1.49209, -0.80372], [3.35936, -0.94194, -3.87557], [2.68211, -1.20820, -4.91347], [4.71337, -1.52539, -3.76451], [4.70652, -2.98950, -3.80892], [4.27210, -3.69000, -4.75779], [5.28289, -3.74224, -2.70541], [3.96474, 1.46805, -2.68571], [4.51444, 1.57962, -4.11063], [5.18211, 1.24590, -1.81241], [3.30135, 3.15613, -2.27542], [2.21674, 3.58822, -3.13298], [4.37362, 4.06865, -2.61946], [2.88754, 3.39675, -0.73628], [3.04227, 2.17865, -0.01221], [1.51792, 3.87125, -0.76816], [3.72327, 4.52446, 0.04093], [5.13534, 4.23084, 0.13219], [3.55569, 5.84390, -0.52594], [3.26874, 4.71398, 1.60272], [3.60035, 3.59736, 2.41524], [1.93781, 5.17298, 1.74690], [4.10287, 5.79382, 2.08435], [-1.92913, 0.90611, -2.81344], [-2.62093, 1.62181, -1.96423], [-3.49711, 2.18349, -1.28680], [-0.94546, 1.94583, 1.76025], [-2.18396, 0.98705, 2.74787], [-0.39133, 0.40299, 2.62218], [0.03071, 3.07000, 3.65356], [-1.57530, 2.54800, 4.54582], [-0.39322, 0.24176, 5.10686], [0.32496, 1.73598, 6.05559], [2.43645, 1.58932, 5.00508], [1.67764, 1.20940, 3.32355], [3.12511, -0.74965, 5.07763], [1.33414, -1.19342, 5.21081], [1.02799, -1.27472, 2.66918], [2.71991, -0.57028, 2.37233], [3.32837, -2.82868, 1.99424], [3.53199, -2.88299, 3.86984], [0.69009, -3.47301, 2.73386], [1.51119, -4.18203, 4.22874], [1.87618, -6.22648, 2.90041], [3.28807, -5.19557, 2.23686], [1.89476, -6.29531, 0.26544], [2.02699, -4.45377, 0.24004], [-0.52759, -5.23377, 1.83685], [-0.52947, -6.05277, 0.13129], [-0.08028, -2.86735, 0.70101], [0.31475, -3.76612, -0.88696], [-2.35126, -2.63512, -0.01137], [-2.57513, -4.45279, -0.18963], [-0.96403, -3.91341, -2.60351], [-2.79898, -3.87643, -2.49497], [-2.67047, -1.33140, -1.72682], [-1.07002, 0.20245, -0.96385], [0.21254, 2.02371, -2.86021], [1.03522, 1.44155, -1.32638], [4.33326, -2.11946, -1.12545], [1.85666, -2.39941, -0.52363], [5.24517, -1.15931, -2.95665], [3.07713, 9.36538, -0.67118], [1.80132, 9.20548, 0.14058], [0.63684, 8.77483, -0.73753], [1.48440, 10.44295, 0.77420], [2.95729, 10.13488, -1.44092], [3.90267, 9.68619, -0.02974], [3.35585, 8.42658, -1.15697], [1.95883, 8.46595, 0.93103], [0.43157, 9.52394, -1.50933], [-0.27578, 8.67505, -0.14323], [0.84289, 7.81836, -1.22567], [1.34307, 11.10422, 0.08285], [5.61137, 1.62832, 8.90314], [5.19379, 1.44543, 7.45251], [6.18396, 2.10324, 6.50421], [3.90051, 2.01386, 7.25634], [5.64898, 2.69009, 9.16794], [4.88488, 1.16081, 9.57363], [6.59405, 1.18723, 9.08973], [5.11853, 0.37856, 7.22337], [6.24136, 3.18155, 6.68567], [5.86524, 1.97394, 5.46597], [7.18384, 1.67646, 6.61893], [3.95612, 2.95848, 7.45661], [-6.50250, -5.22076, -5.46938], [-6.31252, -4.28279, -4.28780], [-6.21339, -2.83451, -4.74041], [-5.12409, -4.64143, -3.58473], [-5.65289, -5.15945, -6.15761], [-6.56018, -6.25882, -5.13006], [-7.41587, -4.98156, -6.02045], [-7.14903, -4.39402, -3.59213], [-5.35379, -2.68943, -5.40298], [-6.06520, -2.17327, -3.88194], [-7.11806, -2.52345, -5.26964], [-4.37757, -4.54597, -4.19292], [-11.13654, -1.97795, -3.53609], [-10.07775, -2.90424, -4.11326], [-10.55113, -3.54924, -5.40643], [-9.76903, -3.92150, -3.16227], [-12.05210, -2.53022, -3.30003], [-10.78710, -1.53095, -2.60124], [-11.38370, -1.17582, -4.23650], [-9.15868, -2.34146, -4.29842], [-11.44625, -4.15626, -5.23543], [-9.78481, -4.22110, -5.80338], [-10.78072, -2.79450, -6.16326], [-10.57676, -4.42535, -2.99198]], "lumo_ha": -0.0580, "max_force_ha_per_bohr": 0.1693, "orbital_gap_ev": 8.48, "homo_energy_ev": -10.062}